Below is the molecule C5H10O, with properties calculated with the ωB97M-V functional and the def2-TZVPD basis.

Geometry (Å):
C (2.401, 0.036, 0.114)
O (1.218, -0.759, 0.041)
C (0.463, -0.557, -1.016)
C (-1.054, 1.264, 0.205)
C (-0.869, -1.177, -0.668)
C (-1.441, -0.216, 0.407)
H (3.241, -0.619, 0.350)
H (2.542, 0.556, -0.836)
H (2.257, 0.759, 0.925)
H (-1.450, 1.660, -0.736)
H (-1.452, 1.853, 1.033)
H (0.026, 1.451, 0.178)
H (-1.516, -1.223, -1.550)
H (-0.755, -2.191, -0.259)
H (-1.078, -0.553, 1.385)
H (-2.534, -0.284, 0.428)

Properties
multiplicity	1
molecular weight	86.134	u
charge	0
orbital gap	9.213	eV
ΔE to the lowest compared entry with this formula, charge and spin	307.0	kJ/mol

Taken from the Mulliken analysis, the atomic charges in e are: -0.636, -0.120, -0.458, -1.042, -0.316, -0.405, 0.257, 0.371, 0.256, 0.305, 0.357, 0.272, 0.301, 0.289, 0.245, 0.323